(1)
Entry from the Open Molecules 2025 dataset: a molecular structure, C43H62N6O2P2PdS4 in a non-equilibrium geometry (ωB97M-V/def2-TZVPD).

Structure (XYZ):
```
120
Properties=species:S:1:pos:R:3:lowdin_charge:R:1
Pd -0.4629 0.5846 -0.0557 0.54
O -1.7843 0.8854 -1.5120 -0.29
N -2.9097 0.2289 -1.3867 0.05
N -2.9415 -0.6429 -0.4698 -0.21
O -1.9633 -0.8935 0.3602 -0.25
C -4.1447 -1.4030 -0.3161 -0.18
C -4.0294 -2.7186 0.1064 -0.01
C -5.1873 -3.4616 0.2459 -0.06
C -6.4239 -2.8913 -0.0244 -0.06
C -6.5119 -1.5694 -0.4356 -0.05
C -5.3664 -0.8068 -0.5831 -0.01
H -3.0576 -3.1381 0.3228 0.09
H -5.1238 -4.4898 0.5667 0.10
H -7.3235 -3.4780 0.0895 0.11
H -7.4766 -1.1255 -0.6339 0.12
H -5.4157 0.2249 -0.8977 0.12
C 0.1545 -2.6615 3.1758 -0.08
N 1.4262 -1.9692 3.2118 -0.03
C 1.6320 -0.6925 2.8998 -0.70
S 0.3471 0.2434 2.2382 0.75
N 2.8176 -0.1784 3.2297 -0.02
C 3.2323 1.2059 3.1427 -0.06
H 0.3641 -3.7208 3.0545 0.07
H -0.4388 -2.3037 2.3373 0.03
H -0.4013 -2.5011 4.1000 0.10
H 2.1439 -2.4256 3.7590 0.14
H 3.4612 -0.7909 3.7127 0.15
H 2.3993 1.7954 2.7750 0.03
H 4.0864 1.3080 2.4730 0.08
H 3.5083 1.5666 4.1334 0.10
C -1.5226 5.4222 -3.4173 -0.19
C -2.4485 5.2231 -2.2104 -0.17
C -2.0567 3.9870 -1.3915 -0.20
C -0.5274 3.8638 -1.3703 -0.39
C -0.0297 3.5082 -2.7769 -0.20
C -0.9429 4.0883 -3.8671 -0.18
P 0.1506 2.7495 -0.0570 1.03
C -0.3464 3.4681 1.5812 -0.42
C -1.7136 2.9726 2.0845 -0.24
C -2.0441 3.6794 3.3967 -0.17
C -2.2339 5.1915 3.1992 -0.18
C -1.5779 5.6864 1.9124 -0.19
C -0.2283 5.0143 1.6869 -0.18
C 1.9974 2.8410 -0.1162 -0.41
C 2.5726 4.2717 -0.1049 -0.17
C 4.0395 4.2922 -0.5665 -0.18
C 4.7520 3.0007 -0.1933 -0.19
C 4.1247 1.7994 -0.9188 -0.18
C 2.6432 2.0386 -1.2440 -0.22
H -0.6999 6.0930 -3.1554 0.12
H -2.0582 5.9067 -4.2332 0.12
H -3.4821 5.1108 -2.5407 0.12
H -2.4196 6.1103 -1.5741 0.11
H -2.4703 3.0836 -1.8338 0.10
H -2.4749 4.0644 -0.3913 0.08
H -0.1313 4.8466 -1.0916 0.10
H 0.0124 2.4249 -2.8715 0.07
H 0.9847 3.8894 -2.9140 0.11
H -1.7563 3.3924 -4.0816 0.12
H -0.3777 4.2031 -4.7922 0.12
H 0.4016 3.0223 2.2497 0.07
H -1.6901 1.8898 2.2350 0.05
H -2.4997 3.1639 1.3523 0.10
H -1.2273 3.4889 4.0969 0.12
H -2.9351 3.2381 3.8416 0.12
H -1.8073 5.7249 4.0503 0.11
H -3.2944 5.4422 3.1824 0.11
H -1.4444 6.7680 1.9529 0.12
H -2.2294 5.4967 1.0588 0.09
H 0.4188 5.2432 2.5373 0.12
H 0.2653 5.4488 0.8195 0.08
H 2.2711 2.3311 0.8135 0.07
H 2.4888 4.6903 0.8986 0.11
H 1.9900 4.9182 -0.7629 0.10
H 4.5467 5.1516 -0.1266 0.12
H 4.0885 4.4314 -1.6486 0.12
H 4.6919 2.8676 0.8896 0.10
H 5.8136 3.0681 -0.4306 0.12
H 4.2257 0.8988 -0.3056 0.10
H 4.6666 1.6075 -1.8466 0.11
H 2.1236 1.0815 -1.3813 0.05
H 2.5529 2.5853 -2.1834 0.10
S 1.7623 -5.7734 -2.0895 0.41
P 0.8876 -5.1683 -0.4912 0.29
S -0.0897 -3.1582 -0.5299 0.39
C 1.9516 -5.3085 0.9661 -0.39
C 2.7948 -4.2871 1.3844 -0.12
C 3.7257 -4.5311 2.3817 -0.08
C 3.8006 -5.7788 2.9759 -0.05
C 2.9475 -6.7939 2.5699 -0.05
C 2.0302 -6.5653 1.5601 -0.08
C -0.7154 -5.9480 -0.1627 -0.44
C -1.3336 -5.8436 1.0810 -0.10
C -2.5766 -6.4141 1.2849 -0.06
C -3.2088 -7.0794 0.2442 -0.06
C -2.6037 -7.1765 -0.9972 -0.05
C -1.3578 -6.6065 -1.2080 -0.09
H 2.7481 -3.3121 0.9246 0.07
H 4.4043 -3.7464 2.6877 0.11
H 4.5347 -5.9691 3.7458 0.12
H 3.0071 -7.7692 3.0284 0.12
H 1.3811 -7.3673 1.2313 0.12
H -0.8302 -5.3446 1.8958 0.09
H -3.0472 -6.3531 2.2562 0.12
H -4.1778 -7.5299 0.4059 0.12
H -3.0942 -7.7067 -1.8007 0.12
H -0.8688 -6.6855 -2.1696 0.08
C 0.6341 0.0228 -3.7814 0.00
N 1.3678 -1.2233 -3.7349 -0.09
C 1.8816 -1.8342 -4.8485 0.00
C 2.4650 -2.9915 -4.4412 -0.01
N 2.3180 -3.0400 -3.0885 0.05
C 1.6434 -1.9750 -2.6599 -0.58
S 1.2705 -1.6392 -0.9572 0.57
H -0.0307 -0.0002 -4.6434 0.12
H 1.3354 0.8503 -3.8728 0.10
H 0.0357 0.1257 -2.8751 0.05
H 1.7764 -1.4042 -5.8266 0.14
H 2.9448 -3.7743 -4.9950 0.14
H 2.5234 -3.8630 -2.5096 -0.01
```

* net charge: +2
* orbital gap: 0.28046 hartree
* HOMO energy: -13.033 eV
* maximum force: 0.0243 Eh/bohr
* energy relative to the best compared isomer or geometry (same formula, charge and spin): 0.000 eV
* calculated total energy: -124019.01704 eV
* multiplicity: 1

---

(2)
Entry from the Open Molecules 2025 dataset: a molecular structure, C43H63AsGeOPSTa in a non-equilibrium geometry (ωB97M-V/def2-TZVPD).

Structure (XYZ):
```
112
Properties=species:S:1:pos:R:3:lowdin_charge:R:1
Ta 0.3252 -0.6063 -0.5857 1.57
S -0.2732 -0.5868 -3.0373 0.71
C -1.0778 0.8719 -3.6125 -0.62
C -1.4843 0.8970 -4.9463 -0.09
C -2.0124 2.0522 -5.4893 -0.04
C -2.1294 3.2012 -4.7182 -0.04
C -1.7543 3.1774 -3.3886 -0.09
C -1.2288 2.0145 -2.8227 -0.41
As -0.8628 1.9567 -0.9217 1.35
C 0.7598 3.0128 -0.6276 -0.40
C 1.3215 2.9453 0.6491 -0.16
C 2.5218 3.5768 0.9195 -0.07
C 3.1713 4.2750 -0.0874 -0.04
C 2.6204 4.3423 -1.3568 -0.04
C 1.4183 3.7090 -1.6320 -0.08
C -2.3214 3.1447 -0.2917 -0.35
C -3.6239 2.8400 -0.6839 -0.11
C -4.6644 3.6669 -0.2974 -0.05
C -4.4098 4.7921 0.4720 -0.04
C -3.1168 5.0858 0.8749 -0.05
C -2.0686 4.2509 0.5154 -0.08
H -1.3779 0.0079 -5.5504 0.12
H -2.3288 2.0590 -6.5197 0.12
H -2.5129 4.1108 -5.1493 0.12
H -1.8440 4.0700 -2.7735 0.12
H 0.8026 2.3865 1.4294 0.08
H 2.9542 3.5287 1.9080 0.11
H 4.1096 4.7647 0.1193 0.12
H 3.1250 4.8868 -2.1392 0.12
H 0.9866 3.7529 -2.6260 0.11
H -3.8146 1.9658 -1.3013 0.11
H -5.6748 3.4380 -0.5969 0.12
H -5.2196 5.4420 0.7590 0.12
H -2.9202 5.9644 1.4687 0.12
H -1.0541 4.4703 0.8382 0.10
C 1.9980 0.9586 4.1461 -0.10
C 1.6416 -0.5231 4.0687 -0.52
C 0.2393 -0.7316 4.6458 -0.10
P 1.8380 -1.2267 2.3281 1.08
C 1.6578 -3.0969 2.5749 -0.54
C 1.8842 -3.6359 3.9872 -0.10
C 0.3074 -3.5841 2.0548 -0.14
C 3.7028 -1.1407 2.0053 -0.54
C 4.1924 0.2909 1.7436 -0.13
C 4.5961 -1.8298 3.0326 -0.09
H 1.7917 1.3188 5.1521 0.10
H 1.4032 1.5483 3.4500 0.06
H 3.0509 1.1333 3.9481 0.06
H 2.3618 -1.0821 4.6757 0.10
H -0.4049 0.1082 4.3990 0.06
H 0.3076 -0.7843 5.7303 0.10
H -0.2341 -1.6448 4.2986 0.05
H 2.4319 -3.5143 1.9173 0.11
H 1.0197 -3.4640 4.6231 0.08
H 2.7574 -3.2055 4.4690 0.06
H 2.0426 -4.7114 3.9270 0.10
H -0.5141 -3.2174 2.6678 0.07
H 0.2739 -4.6711 2.0820 0.10
H 0.1497 -3.2683 1.0196 0.02
H 3.7986 -1.7131 1.0714 0.08
H 4.6977 0.6892 2.6214 0.08
H 3.3750 0.9597 1.4752 0.03
H 4.9153 0.3005 0.9307 0.09
H 4.5023 -1.3847 4.0195 0.08
H 5.6329 -1.7107 2.7201 0.10
H 4.3980 -2.8965 3.1038 0.07
C -3.7804 -1.0040 2.6935 -0.03
C -3.3032 0.0480 1.6773 -0.35
C -1.9199 0.5326 2.1014 -0.09
C -3.5171 -0.5833 0.3137 -0.14
C -4.8085 -0.4721 -0.1920 -0.05
C -5.2539 -1.2524 -1.2414 -0.03
C -4.4322 -2.2574 -1.7161 -0.01
C -3.1240 -2.4107 -1.2733 -0.12
C -2.4342 -3.7104 -1.6462 -0.35
C -2.3850 -4.5894 -0.3890 -0.03
C -1.0632 -3.6297 -2.3125 -0.10
C -2.6227 -1.4674 -0.3388 -0.24
O -1.3024 -1.3047 -0.1699 -0.36
H -3.7622 -0.5980 3.7005 0.09
H -3.1432 -1.8856 2.6623 0.08
H -4.7941 -1.3156 2.4710 0.09
H -3.9773 0.9072 1.7362 0.13
H -1.1940 -0.2828 2.1162 0.03
H -2.0080 0.9229 3.1143 0.09
H -1.5593 1.3546 1.4733 0.01
H -5.4829 0.2281 0.2771 0.13
H -6.2543 -1.1240 -1.6256 0.12
H -4.8091 -2.9492 -2.4539 0.12
H -3.0932 -4.2146 -2.3594 0.14
H -1.7487 -4.1479 0.3733 0.05
H -2.0016 -5.5753 -0.6385 0.09
H -3.3838 -4.7070 0.0225 0.10
H -0.2990 -3.2023 -1.6509 0.03
H -1.1220 -3.0503 -3.2309 0.04
H -0.7398 -4.6322 -2.5773 0.10
C 2.5863 -2.2818 -3.6079 -0.22
Ge 3.1210 -0.4712 -2.9726 0.75
C 5.0971 -0.4426 -2.8207 -0.21
C 2.5767 1.0722 -4.1062 -0.20
C 2.4520 -0.2048 -1.0920 -0.51
H 2.7367 -2.3405 -4.6804 0.03
H 1.5470 -2.5261 -3.3973 -0.05
H 3.2230 -3.0327 -3.1483 0.02
H 5.5498 -0.4928 -3.8037 0.02
H 5.4712 -1.2863 -2.2481 0.02
H 5.4442 0.4716 -2.3452 0.02
H 2.6623 0.8034 -5.1559 0.03
H 3.2608 1.8953 -3.9226 0.02
H 1.5637 1.4141 -3.9251 -0.03
H 2.6972 0.8415 -0.8590 -0.01
H 3.1743 -0.7837 -0.5190 -0.05
```

* net charge: +2
* orbital gap: 0.19563 hartree
* HOMO energy: -13.480 eV
* maximum force: 0.0636 Eh/bohr
* energy relative to the best compared isomer or geometry (same formula, charge and spin): 2.379 eV
* calculated total energy: -186675.31603 eV
* multiplicity: 1

---

> Which formula does entry 2 have?

C43H63AsGeOPSTa